DFT (the ωB97M-V functional and the def2-TZVPD basis) results for an isolated molecule of C3H7IN6.

XYZ file:
```
17
Properties=species:S:1:pos:R:3
H -1.79 -2.66 -1.31
N -1.17 -2.76 -0.57
C -0.52 -1.70 -0.27
C 0.30 -1.68 0.97
N 0.83 -0.58 1.44
N 1.02 0.43 0.64
N 1.41 1.68 1.13
N 0.46 0.48 -0.74
N 0.37 1.74 -1.30
C -0.63 -0.37 -0.92
I -2.64 0.52 0.01
H 0.23 -2.60 1.71
H 0.63 2.19 1.34
H 1.91 1.53 1.98
H 0.93 2.38 -0.72
H -0.69 2.00 -1.46
H -0.65 -0.59 -1.93
```

SMILES ... [H]/N=C1/C=NN(N)N(N)[C@@H]1I
Multiplicity ... 1
E_HOMO ... -8.13 eV
HOMO-LUMO gap ... 0.2844 Ha
ΔE to the lowest compared entry with this formula, charge and spin ... 0.0 kcal/mol
Energy ... -20260.499 eV

Atomic partial charges in e from the Löwdin method, atoms 1 to 5: 0.02 0.15 -0.48 -0.11 0.08